Record 1
This record from OMol25 describes a structure of composition C47H42N7O6S2Tm. The level of theory is ωB97M-V with the def2-TZVPD basis set.

```
! RIJCOSX wB97M-V def2-TZVPD def2/J DEFGRID3
* xyz 0 3
Tm -0.2319 0.8501 0.9860
S -2.2224 -1.7775 4.6986
S 0.7230 -1.3935 4.0797
O 0.8133 -2.7324 -2.6727
O 2.9053 -2.3203 -1.7539
O 1.6781 0.5604 0.1886
O -4.2556 1.1240 4.8065
O -2.6039 0.9802 1.0444
O -0.7778 -0.4907 -0.4161
N 2.1923 4.2982 2.6422
N -2.3983 0.7828 3.3336
N -1.1860 0.1880 3.1031
N 1.3955 2.2316 2.2782
N -1.0147 3.2643 1.2086
N -1.3990 6.0158 1.2566
N 3.1054 3.3579 3.0054
C 4.3506 -1.5319 0.6660
C -2.5008 -5.2322 -1.2604
C 2.1810 2.7899 -3.3036
C 2.5575 -0.0997 -0.7128
C 2.8239 0.8665 -1.9014
C 3.3900 2.7041 -4.0242
C -0.0722 4.0924 1.6062
C -0.2902 5.4853 1.6873
C 4.8171 0.8461 0.1528
C -4.4207 1.7125 2.5256
C -0.9567 -0.8644 3.8767
C -1.1780 -3.1042 5.2736
C 4.2992 1.7855 -3.5798
C 2.1754 -3.2381 -2.5442
C -2.0092 -4.4855 -0.1688
C -6.0636 2.4422 4.1157
C -2.3140 5.1358 0.7241
C -0.7419 -1.1499 -1.6398
C -2.2368 -3.1682 -2.5579
C 2.9083 -3.2411 -3.9376
C 0.7325 -1.4330 -2.0463
C -2.1854 3.7584 0.7394
C 5.6314 -1.5007 1.3146
C -3.0994 1.0492 -4.5000
C 2.0217 -4.6243 -1.8862
C 1.1211 3.5711 2.2773
C -1.4703 -0.3759 -2.6853
C -2.7325 0.1054 -2.2894
C -2.6170 -4.4968 -2.4442
C -4.9033 1.7723 3.8449
C -1.4433 -3.2691 -0.3299
C 6.0268 0.8477 0.7873
C -3.1057 1.0880 2.1932
C -5.2708 2.1313 1.4697
C -6.9006 2.8467 3.1311
C 3.9590 -0.3223 0.0185
C -1.5445 -2.5313 -1.5131
C -3.5233 0.8344 -3.1481
C 4.0256 0.8129 -2.6235
C -1.1233 -0.1700 -4.0446
C -6.5054 2.6677 1.7991
C 1.8863 1.8790 -2.3029
C 0.3153 -2.8944 5.0512
C -1.9410 0.5070 -4.9753
C 1.9264 -1.4448 -1.1469
C 6.3485 -0.3599 1.4458
C 2.5828 2.1171 2.8894
H 3.9787 -3.5103 -3.7365
H 0.9092 -0.7195 -2.8519
H 1.0513 2.0698 -1.6372
H -1.4914 -4.0537 4.7332
H -1.0116 -2.8283 0.5716
H -7.1479 3.0001 0.9734
H -7.7682 3.5116 3.2571
H 7.2961 -0.2292 2.0422
H 2.9859 -4.9992 -1.5553
H -3.0570 -0.1359 -1.2528
H 1.5823 -1.9757 -0.2365
H 4.5203 1.7243 -0.3820
H -2.5151 -2.6591 -3.4715
H -3.1320 5.6216 0.2413
H 1.5017 -5.2799 -2.5824
H 1.3430 -4.4687 -0.9974
H 3.5364 3.3349 -4.9107
H 2.4316 -4.0476 -4.5357
H -3.0155 -5.0027 -3.3847
H 3.7128 -2.4183 0.6842
H 0.8865 -2.7327 6.0004
H -3.2377 0.9052 4.3764
H -2.8125 3.0517 0.2322
H -4.4060 1.3091 -2.7810
H -1.5989 0.6239 -5.9979
H -6.2690 2.6389 5.1419
H 5.2933 1.8802 -3.9717
H -0.1863 -0.6479 -4.4172
H -5.0067 1.8815 0.3768
H 6.0300 -2.4322 1.7911
H 2.9710 1.2188 3.3253
H -1.4187 -3.2615 6.3126
H 4.8036 0.0099 -2.4472
H 2.7792 -2.2601 -4.4810
H -2.7179 -6.2962 -1.2267
H 4.0747 3.5841 3.2432
H 0.4089 6.1881 2.1423
H 6.6658 1.7684 0.7330
H 0.6952 -3.8518 4.6286
H -3.7275 1.7082 -5.1176
H 1.3758 3.4531 -3.4766
H -1.9667 -4.9229 0.8320
*
```

The HOMO energy (spin up / spin down) is -0.285 / -0.285 Eh. The calculation puts the calculated total energy at -123337.1437 eV.


Record 2
This record from OMol25 describes a structure of composition C47H43Br2GeKN13O2S. The level of theory is ωB97M-V with the def2-TZVPD basis set.

```
! RIJCOSX wB97M-V def2-TZVPD def2/J DEFGRID3
* xyz -1 1
Br -5.0719 -0.1754 5.5655
Br -0.9590 -6.5253 3.7783
Ge -1.7551 4.1993 -0.0098
K -0.0379 -0.3214 -0.2751
S 2.9463 -2.9213 0.8564
O 6.9478 -1.4394 -2.6773
O 6.7330 -3.3896 -3.6892
N -0.2188 1.4285 -2.6814
N 1.9130 1.9297 -1.0714
N 2.3959 -1.5007 1.5529
N 0.5960 -1.9726 -2.3049
N -1.9762 -0.3161 2.0954
N 1.1216 1.7968 -4.5849
N -1.9875 -1.6803 -1.3780
N 1.3299 0.8394 2.4258
N -0.8159 -2.6022 1.3054
N -1.1428 1.0902 -4.8472
N -2.4403 1.0857 -2.9255
N 4.4835 -0.9063 2.4730
N 0.2559 1.2940 -6.6508
C 3.2232 2.6482 -2.9386
C -2.6753 0.7933 2.3418
C 1.9050 -2.0979 -2.6178
C -1.5264 -3.7938 3.2354
C -4.2863 -2.3797 -1.3488
C 4.1324 2.7670 -0.7394
C 2.3386 2.0198 4.7158
C 0.9056 1.7591 -3.2690
C -3.3730 4.5944 1.0839
C -1.4746 -2.6421 2.4582
C -3.8095 -0.2184 4.1451
C 4.7005 -2.7070 0.8465
C 3.0216 0.9818 4.0945
C -1.2435 1.1866 -3.5136
C 2.4741 0.4125 2.9529
C -2.2033 -1.3897 2.8485
C 1.1473 2.4590 4.1738
C 2.0592 2.1305 -2.3821
C 2.7957 -1.1963 -1.9718
C 2.9319 2.2491 -0.2773
C 5.4902 -3.4884 0.0229
C 6.6590 -1.5846 1.6491
C 7.4542 -2.3849 0.8367
C -0.2574 -4.9197 1.5378
C -0.3843 5.4434 0.7231
C 3.1265 -0.7445 2.2559
C -3.2272 -1.5999 -0.9060
C -0.2426 -3.7113 0.8541
C -3.1172 -1.3876 3.8954
C 4.7256 -2.2357 -2.9799
C -0.3797 -2.6979 -2.8460
C -2.7604 -3.3799 -2.9015
C 6.8729 -3.3364 0.0179
C 3.8593 -3.1165 -3.6434
C -0.9040 -4.9295 2.7532
C 4.2775 2.9667 -2.1022
C 4.1495 -1.2535 -2.1520
C -1.7229 -2.5750 -2.3689
C 2.4902 -3.0583 -3.4848
C 5.2834 -1.7384 1.6564
C 0.6856 1.8378 3.0184
C -2.1728 4.9638 -1.7880
C -3.6102 0.8977 3.3676
C 0.0661 1.3937 -5.3087
C -4.0290 -3.2863 -2.3863
C -1.4922 2.3056 -0.0764
C 6.1918 -2.2892 -3.0768
H 3.2792 2.7753 -4.0095
H 4.8090 -0.5621 -1.6398
H 1.1192 1.6228 -7.0382
H -0.2135 -3.4207 -3.6459
H -0.7724 6.4670 0.7354
H -2.5267 5.9949 -1.6857
H -0.1069 5.1672 1.7451
H 7.4812 -3.9376 -0.6448
H -2.5360 -4.0696 -3.7078
H -4.8262 -3.9063 -2.7807
H -0.4669 2.0899 0.2890
H 0.2247 -5.8008 1.1399
H -2.0293 -3.8151 4.1900
H 2.7742 2.0788 0.7817
H 6.0239 -4.0068 -3.9062
H 3.9431 0.6103 4.5250
H -3.3839 -0.8568 -0.1266
H -3.3091 -2.2695 4.4869
H -3.1694 4.4192 2.1460
H -3.7006 5.6325 0.9673
H -4.1881 3.9332 0.7778
H -0.2249 2.1689 2.5256
H -1.2825 4.9637 -2.4228
H 1.8625 -3.7607 -4.0187
H -2.4524 1.1778 -1.9047
H 4.9630 -0.1103 2.8581
H 2.7386 2.4718 5.6150
H -2.9435 4.3706 -2.2851
H 5.0127 -4.2110 -0.6304
H 7.1136 -0.8212 2.2731
H 4.9333 2.9971 -0.0482
H 5.2018 3.3593 -2.5073
H 0.5203 5.4227 0.1092
H 4.2464 -3.8627 -4.3342
H -5.2698 -2.2782 -0.9094
H 0.5839 3.2637 4.6267
H 8.5268 -2.2438 0.8361
H -4.1591 1.8146 3.5330
H -0.5384 1.1177 -7.2353
H -3.1985 0.6630 -3.4291
H 0.2486 -3.6335 -0.1140
H 2.3483 -0.4695 -1.3027
H -2.4811 1.6165 1.6424
*
```

The calculation puts the energy above the lowest of the compared OMol25 structures with the same formula, charge and spin at 52.2 kcal/mol. The HOMO energy (spin up / spin down) is -0.100 / -0.126 Eh. The calculation puts the calculated total energy at -296666.5780 eV.


Record 3
This record from OMol25 describes a cluster of 5 separate species, C47H43N2O8S3 in total. The level of theory is ωB97M-V with the def2-TZVPD basis set.

```
! RIJCOSX wB97M-V def2-TZVPD def2/J DEFGRID3
* xyz 1 1
S 0.4429 0.5146 -1.4456
S 4.6164 -1.9968 -2.8892
S -0.7944 0.2315 1.4822
O 9.6530 -1.7799 4.8036
O 4.2458 9.5350 -7.3507
O -8.0302 -4.0485 2.0254
O -3.0159 -5.7847 1.6916
O 5.7009 -5.2773 5.4507
O 0.2937 6.0376 -6.7036
O -4.2028 4.0299 6.1503
O -3.8577 -0.9584 4.3426
N -1.4522 2.3176 -0.4672
N 2.9511 -2.2787 -0.7282
C -5.1122 -5.5424 0.6434
C 1.5199 5.4509 -2.7544
C -2.7308 1.9247 -1.1731
C -4.1693 -5.3845 1.7684
C 3.4301 7.6431 -6.2073
C -4.6729 -4.7258 2.9898
C 4.2430 -2.0143 0.0739
C -0.6215 3.3066 -1.2551
C -0.6147 1.0579 -0.1924
C -2.8587 1.0497 -2.5542
C -5.9339 -4.2908 3.0736
C 8.8373 -3.6718 5.9470
C 0.9743 -4.1804 -2.0483
C 7.8441 -4.5515 6.1082
C 0.7606 -3.7727 -0.4768
C -0.9495 3.8802 -2.7561
C -1.1543 -2.6994 1.2093
C -4.3324 0.6372 -3.2191
C -5.7502 1.0945 -2.4660
C -6.3732 -5.1075 0.7272
C 2.0105 -2.9812 0.2230
C -1.9341 -1.2444 1.2592
C 2.4369 6.7634 -6.0461
C 3.3364 8.7306 -7.2011
C -5.6516 2.0010 -1.0699
C 6.6103 -4.4729 5.3011
C 8.7436 -2.5843 4.9532
C -3.2943 1.3101 4.0446
C -4.1620 2.3871 -0.4578
C -0.6993 -3.0183 -0.3399
C 0.1152 4.9360 -3.4950
C -4.1226 2.8822 5.7345
C 3.3752 -3.0885 -1.9332
C -4.6810 0.5075 5.9936
C -3.9379 0.1893 4.7584
C -3.3795 2.5640 4.4993
C -6.8768 -4.4487 1.9485
C 1.1094 7.9296 -7.8470
C 1.2031 6.8420 -6.8532
C 5.4049 -1.7149 0.8438
C 1.8288 4.9117 -1.2352
C 2.0138 -3.2312 -2.8857
C 6.5166 -3.3853 4.3073
C 2.1026 8.8093 -8.0082
C 0.7733 3.8751 -0.5281
C 7.5098 -2.5056 4.1461
C -4.7662 1.7615 6.4483
H -0.0607 5.3507 -4.5914
H 1.5625 -2.2004 -3.2051
H -4.1376 3.0163 0.5536
H 4.4832 -0.6745 -2.3634
H -6.6469 2.3249 -0.5183
H 2.6317 -1.3272 -1.0417
H 2.4899 5.9593 -5.3222
H 0.6438 -4.8012 0.1183
H -3.9689 -4.6167 3.8061
H -2.7568 -1.2778 2.1073
H -2.7538 1.0596 3.1400
H 2.8147 5.2470 -0.6803
H -4.7267 -6.0270 -0.2454
H -1.5027 -3.7960 -0.7582
H 1.2805 -5.3199 -2.1922
H 9.7483 -3.7157 6.5318
H -5.1481 -0.3254 6.5054
H 5.6056 -3.3414 3.7225
H -0.2506 -2.7440 1.9776
H -2.5001 -1.1461 0.2148
H -6.3194 -3.8063 3.9623
H -1.9213 3.5620 -3.3254
H 2.2716 6.1794 -3.3139
H 7.4568 -1.7015 3.4222
H 4.3411 7.5992 -5.6225
H -0.0890 -4.0645 -2.5772
H 2.0497 9.6134 -8.7321
H -1.9013 0.6820 -3.1259
H 7.8970 -5.3556 6.8321
H 1.5630 -2.1326 0.9336
H -6.8231 0.7899 -2.8913
H 2.6023 -3.7048 0.9448
H -7.0773 -5.2165 -0.0891
H 6.5069 -1.7070 1.2596
H -0.7344 -2.0960 -1.0602
H -5.3067 2.0119 7.3529
H -1.8946 -3.5628 1.5412
H 3.8553 -4.1291 -1.6884
H -2.9124 3.3969 3.9875
H -4.3983 -0.0160 -4.2078
H 1.0066 3.4901 0.5560
H 0.1984 7.9735 -8.4318
H 2.3507 -3.8208 -3.8461
*
```

The HOMO energy is -0.370 Eh. The calculation puts the calculated total energy at -101265.0792 eV.


Record 4
This record from OMol25 describes a structure of composition C47H44Br2MnN5OSi. The level of theory is ωB97M-V with the def2-TZVPD basis set.

```
! RIJCOSX wB97M-V def2-TZVPD def2/J DEFGRID3
* xyz 1 2
Br -2.2427 1.3333 -2.8322
Br 0.5947 2.1078 -4.1049
Mn -0.7161 0.3133 -0.2437
Si -1.0781 -1.5079 1.2615
O 0.0166 2.3240 -0.9456
N -0.1253 -1.3279 -1.8567
N 1.0887 3.8890 0.3194
N 1.3672 0.2980 -0.1018
N -0.7623 1.6447 1.6987
N 1.9200 4.1358 1.4017
C -2.2342 -2.4256 -2.4240
C -1.1476 -0.8844 4.0836
C -1.0708 1.1638 -4.3596
C -0.5148 5.5808 1.0214
C 0.2965 1.7824 2.5014
C 0.4167 -5.7454 -0.1982
C -0.4136 -1.4944 3.0694
C 1.7159 1.7476 1.9430
C -3.5804 -2.5206 2.4080
C -5.7391 -2.3342 1.3607
C -1.9795 1.9827 2.1476
C -0.1534 5.1760 -1.3309
C 1.8631 1.5623 0.4064
C 0.7902 -2.1025 3.4193
C 3.2652 3.3426 3.3152
C 3.7549 1.3661 -1.1655
C 2.7669 5.3048 1.2729
C -3.8256 -1.2748 0.3920
C 2.2777 3.1012 2.2301
C -4.9370 -2.8027 2.3888
C 2.9881 0.4279 -1.8880
C 0.1388 4.9038 -0.0017
C -1.1188 2.4247 4.3292
C -3.0866 1.9488 1.1446
C 0.9252 2.6418 -0.1721
C -0.9175 -5.5349 0.1032
C -5.1771 -1.5643 0.3558
C -0.0440 -3.3336 -3.1472
C 0.1401 2.1344 3.8405
C -1.1132 6.1282 -1.6307
C -0.7456 -2.3404 -2.4716
C -1.7524 6.8238 -0.6162
C 1.2428 -2.1034 4.7272
C -1.4536 6.5475 0.7083
C -1.3465 -4.2832 0.5044
C -0.4618 -3.2183 0.6292
C 1.2189 -1.2746 -1.9072
C 1.3367 -3.2932 -3.1790
C 1.9785 -2.2411 -2.5561
C 3.2794 1.8557 -0.0057
C 0.4947 -1.4958 5.7224
C 1.8773 -0.1236 -1.2653
C -2.1914 2.4048 3.4474
C -0.7042 -0.8838 5.3944
C 1.3122 -4.6936 -0.0896
C -2.9962 -1.7537 1.4024
C 0.8769 -3.4467 0.3245
H -2.9669 -2.9135 3.2062
H -2.6227 -2.8096 -3.3631
H 4.7440 1.6309 -1.5031
H -0.5873 -4.1312 -3.6284
H 0.7527 -6.7224 -0.5137
H 2.9566 4.1733 3.9544
H -1.2987 -0.4136 6.1659
H 1.9037 -4.0604 -3.6803
H 3.0304 5.6656 2.2634
H -0.2971 5.3403 2.0515
H -1.6217 -6.3507 0.0371
H -2.6915 -1.4662 -2.2088
H -6.7907 -2.5794 1.3373
H 0.9981 2.1722 4.4893
H 3.0533 -2.1722 -2.5563
H -2.4884 7.5766 -0.8544
H 4.2640 3.5667 2.9246
H 3.6852 5.0900 0.7147
H -2.5156 -3.1197 -1.6354
H -2.7100 1.5330 0.1949
H -0.8519 0.1063 -4.4999
H -2.0881 -0.4125 3.8400
H -2.3865 -4.1278 0.7431
H -1.9614 7.0781 1.4990
H 3.3483 2.4513 3.9309
H -3.9228 1.3504 1.4997
H 3.2978 0.0957 -2.8630
H -5.3723 -3.4019 3.1759
H -1.5897 1.5891 -5.2180
H -5.7893 -1.1980 -0.4546
H 0.3610 4.6409 -2.1154
H 0.8377 -1.5097 6.7476
H 1.3762 -2.6017 2.6643
H -1.3532 6.3285 -2.6645
H 1.5855 -2.6328 0.4048
H 2.2196 6.0863 0.7495
H -3.1800 2.6966 3.7621
H 2.3579 -4.8516 -0.3166
H 2.2781 0.9649 2.4611
H -1.2639 2.6898 5.3638
H -3.3907 -0.6645 -0.3965
H -3.4390 2.9622 0.9564
H 2.1761 -2.5884 4.9777
H 3.8786 2.4889 0.6270
*
```

The HOMO energy (spin up / spin down) is -0.337 / -0.339 Eh. The calculation puts the calculated total energy at -238226.3656 eV.